#one
Formula: H28HeO14
Source: the OMol25 dataset
Level of theory: the ωB97M-V functional and the def2-TZVPD basis

E_HOMO in eV: -9.86
Molecular weight in g/mol: 256.2

Geometry as XYZ:
```
43
H28HeO14 (the ωB97M-V functional and the def2-TZVPD basis)
O -1.754 -4.105 -0.430
O 2.064 -0.297 3.438
O 3.350 -1.600 1.060
O -2.642 -0.804 -1.575
O -2.098 1.851 -2.170
O 2.456 3.452 -0.046
O 3.645 1.022 -2.110
O 0.490 2.154 -2.764
O -0.358 -2.369 -2.177
O 0.071 1.617 2.298
O 2.187 -2.765 -1.078
O -2.470 -1.874 0.967
O -2.158 0.123 3.083
O -1.514 2.870 0.279
He -0.147 -0.118 0.023
H 2.877 1.523 -1.835
H -0.702 2.396 0.459
H -1.034 -1.736 -1.937
H 4.047 -1.142 0.590
H -1.234 3.767 0.100
H -3.326 -2.044 1.359
H -1.904 2.285 -1.339
H 3.211 3.877 0.362
H -3.545 -0.849 -1.890
H -0.426 2.140 -2.486
H -1.996 -0.633 2.517
H -2.319 0.953 -1.926
H 0.213 2.493 2.657
H 1.301 -2.809 -1.435
H -1.185 -3.707 -1.088
H 2.066 -2.508 -0.164
H 2.527 0.454 3.808
H 3.992 0.651 -1.298
H 0.771 3.057 -2.619
H 1.288 0.080 3.024
H -2.675 -1.187 -0.698
H -1.295 -4.902 -0.165
H -3.092 0.303 2.981
H 2.923 -0.919 1.579
H -0.481 -2.508 -3.116
H 1.951 3.103 0.689
H -2.263 -2.674 0.485
H -0.808 1.378 2.590
```

Here are the natural (NBO) charges for atoms 1 to 4, given in e:
1. O -0.984
2. O -0.957
3. O -0.951
4. O -0.983

#two
Formula: H28HeO14
Source: the OMol25 dataset
Level of theory: the ωB97M-V functional and the def2-TZVPD basis

E_HOMO in eV: -9.62
Molecular weight in g/mol: 256.2

Geometry as XYZ:
```
43
H28HeO14 (the ωB97M-V functional and the def2-TZVPD basis)
O 1.505 -1.775 -2.447
O 0.085 1.250 -3.673
O -1.844 3.740 1.168
O -1.995 -2.322 1.125
O -3.389 0.116 2.105
O 1.160 3.265 -2.061
O -1.079 -2.896 -1.653
O -1.051 1.421 2.572
O 2.019 2.480 0.570
O -1.360 -1.060 -3.660
O 3.335 -0.196 1.492
O 2.642 -2.434 0.087
O 1.118 0.053 2.970
O 0.680 -3.751 1.547
He -0.313 0.398 -0.272
H 3.243 -0.939 0.896
H -4.134 0.331 2.667
H 2.913 2.803 0.456
H 1.544 0.656 3.579
H 2.624 -0.305 2.124
H 1.283 4.199 -2.229
H 3.538 -2.693 -0.128
H -0.058 -3.143 1.500
H -1.425 -2.176 -2.180
H -2.648 -2.683 1.725
H 2.259 -2.174 -0.751
H -1.864 0.921 2.501
H 0.379 0.550 2.618
H -0.792 1.514 -3.395
H -1.114 2.081 1.881
H -2.125 4.487 1.697
H -3.584 0.546 1.272
H 1.412 -3.270 1.163
H -2.634 3.468 0.700
H 1.773 -2.068 -3.318
H -2.234 -0.679 -3.570
H -2.066 -1.374 1.236
H 2.123 1.640 1.018
H 1.038 3.205 -1.114
H -1.437 -2.747 -0.778
H 0.670 1.880 -3.253
H -0.784 -0.309 -3.801
H 0.580 -2.012 -2.388
```

Here are the natural (NBO) charges for atoms 1 to 4, given in e:
1. O -0.976
2. O -0.969
3. O -0.941
4. O -0.959

Q: What are the energies relative to the best structure? A: #one 0.067; #two 0.000, in eV.

#one
Formula: C4H6ClF
Source: the OMol25 dataset
Level of theory: the ωB97M-V functional and the def2-TZVPD basis

E_HOMO in eV: -8.91
Molecular weight in g/mol: 108.5
SMILES: CC(C)=C(F)Cl

Geometry as XYZ:
```
12
C4H6ClF (the ωB97M-V functional and the def2-TZVPD basis)
Cl 0.355 -0.896 2.743
F 1.919 0.623 1.470
C -1.266 -0.617 0.022
C 0.824 -0.092 1.214
C 0.687 0.687 -1.088
C 0.100 -0.056 0.034
H 0.771 1.763 -0.731
H 1.636 0.235 -1.487
H -0.010 0.628 -1.865
H -1.257 -1.638 0.276
H -2.089 0.025 0.470
H -1.670 -0.662 -1.059
```

Here are the natural (NBO) charges for atoms 1 to 4, given in e:
1. Cl -0.044
2. F -0.316
3. C -0.642
4. C 0.381

#two
Formula: C4H6ClF
Source: the OMol25 dataset
Level of theory: the ωB97M-V functional and the def2-TZVPD basis

E_HOMO in eV: -10.51
Molecular weight in g/mol: 108.5
SMILES: C=C[C@@](C)(F)Cl

Geometry as XYZ:
```
12
C4H6ClF (the ωB97M-V functional and the def2-TZVPD basis)
Cl -2.170 0.404 -0.746
F -0.816 1.552 1.116
C -0.675 0.460 0.248
C -0.622 -0.805 1.056
C 0.496 0.815 -0.683
C 1.513 0.053 -1.022
H 0.256 1.740 -1.258
H 2.287 0.042 -1.865
H 1.830 -0.901 -0.534
H -1.546 -0.817 1.622
H 0.193 -0.908 1.678
H -0.746 -1.634 0.386
```

Here are the natural (NBO) charges for atoms 1 to 4, given in e:
1. Cl -0.053
2. F -0.360
3. C 0.351
4. C -0.660

#three
Formula: C4H6ClF
Source: the OMol25 dataset
Level of theory: the ωB97M-V functional and the def2-TZVPD basis

E_HOMO in eV: -10.28
Molecular weight in g/mol: 108.5
SMILES: C#CC.FCCl

Geometry as XYZ:
```
12
C4H6ClF (the ωB97M-V functional and the def2-TZVPD basis)
Cl -2.480 -1.296 0.445
F -2.512 1.238 -0.084
C 1.387 -1.089 -0.454
C 1.351 1.516 -0.438
C -1.893 0.351 0.749
C 1.646 0.346 -0.355
H 2.250 -1.625 -0.448
H 0.751 -1.426 0.426
H -2.019 0.501 1.727
H 1.522 2.546 -0.463
H -0.830 0.384 0.344
H 0.827 -1.445 -1.449
```

Here are the natural (NBO) charges for atoms 1 to 4, given in e:
1. Cl -0.083
2. F -0.342
3. C -0.693
4. C -0.250

Q: What are the energies relative to the best structure? A: #one 0.218; #two 0.000; #three 1.963, in eV.

#one
Formula: C9H19NOP
Source: the OMol25 dataset
Level of theory: the ωB97M-V functional and the def2-TZVPD basis

E_HOMO in eV: -10.81
Molecular weight in g/mol: 188.2
Charge: +1

Geometry as XYZ:
```
31
C9H19NOP (the ωB97M-V functional and the def2-TZVPD basis)
P -1.723 1.341 -0.850
O 1.233 0.966 -2.140
N -1.241 -1.316 -0.591
C -2.331 -1.715 -1.432
C 2.259 0.432 1.150
C -0.822 -0.142 -0.179
C -0.673 -2.547 -0.017
C -3.242 1.261 0.248
C 1.845 0.533 -1.279
C 2.507 -0.135 -0.295
C -0.734 2.655 0.008
C 3.968 -0.195 -0.664
H -3.598 2.291 -0.095
H -2.911 1.294 1.269
H 2.882 -0.051 1.834
H -1.470 3.528 0.134
H 2.603 1.518 1.285
H 0.081 -2.364 0.735
H -2.057 -2.477 -2.150
H 0.050 3.260 -0.607
H 4.147 -0.600 -1.638
H 4.335 0.784 -0.652
H -2.891 -0.842 -2.031
H 4.559 -0.909 -0.096
H 1.199 0.509 1.353
H -3.962 0.424 0.170
H -1.431 -3.177 0.487
H 1.881 -1.074 -0.145
H -3.083 -2.100 -0.652
H -0.472 -3.212 -0.870
H -0.366 2.211 0.993
```

Here are the natural (NBO) charges for atoms 1 to 4, given in e:
1. P 0.688
2. O -0.258
3. N -0.409
4. C -0.462

#two
Formula: C9H19NOP
Source: the OMol25 dataset
Level of theory: the ωB97M-V functional and the def2-TZVPD basis

E_HOMO (spin up / spin down) in eV: -13.11 / -13.11
Molecular weight in g/mol: 188.2
SMILES: CCC(=O)/C(=[N+](/C)CC)P(C)C
Charge: +1

Geometry as XYZ:
```
31
C9H19NOP (the ωB97M-V functional and the def2-TZVPD basis)
P 1.489 0.044 -1.572
O -0.047 2.137 0.122
N -0.842 -0.906 -0.449
C 0.325 -0.212 -0.236
C -0.436 1.728 3.060
C 0.497 0.886 2.101
C 0.175 1.064 0.634
C -2.042 -0.602 0.365
C 2.933 0.696 -0.625
C 2.279 -1.484 -2.257
C -3.018 0.411 -0.314
C -1.065 -1.815 -1.556
H -1.407 1.576 2.749
H 1.442 1.322 2.269
H 1.735 -1.803 -3.198
H -3.638 -0.112 -1.106
H -2.590 -1.502 0.534
H 3.496 1.016 -1.520
H -0.142 2.714 2.923
H 3.543 -0.019 -0.080
H 0.431 -0.154 2.462
H 3.290 -1.335 -2.606
H -2.438 1.319 -0.470
H -0.642 -2.874 -1.259
H 2.319 -2.467 -1.609
H -1.636 -0.151 1.254
H -3.761 0.717 0.427
H -0.370 1.547 4.175
H -2.073 -1.899 -1.816
H 2.700 1.510 -0.059
H -0.506 -1.353 -2.343
```

Here are the natural (NBO) charges for atoms 1 to 4, given in e:
1. P 0.937
2. O -0.473
3. N -0.270
4. C -0.006

Q: What are the energies relative to the best structure? A: #one 2.777; #two 0.000, in eV.

#one
Formula: H2
Source: the OMol25 dataset
Level of theory: the ωB97M-V functional and the def2-TZVPD basis

E_HOMO in eV: -10.55
Molecular weight in g/mol: 2.0

Geometry as XYZ:
```
2
H2 (the ωB97M-V functional and the def2-TZVPD basis)
H -0.674 0.131 0.671
H 0.674 -0.131 -0.671
```

So, what does the Mulliken scheme give us? The charges, in e, come out as:
1. H 0.000
2. H 0.000

#two
Formula: H2
Source: the OMol25 dataset
Level of theory: the ωB97M-V functional and the def2-TZVPD basis

E_HOMO in eV: -12.00
Molecular weight in g/mol: 2.0

Geometry as XYZ:
```
2
H2 (the ωB97M-V functional and the def2-TZVPD basis)
H 0.000 0.000 -0.653
H 0.000 0.000 0.653
```

So, what does the Mulliken scheme give us? The charges, in e, come out as:
1. H 0.000
2. H 0.000

Q: What are the energies relative to the best structure? A: #one 2.517; #two 0.000, in eV.